{"formula": "C38H31GeNOsS4", "method": "the ωB97M-V functional and the def2-TZVPD basis", "elements": ["Os", "Ge", "S", "S", "S", "S", "N", "C", "C", "C", "C", "C", "C", "C", "C", "C", "C", "C", "C", "C", "C", "C", "C", "C", "C", "C", "C", "C", "C", "C", "C", "C", "C", "C", "C", "C", "C", "C", "C", "C", "C", "C", "C", "C", "C", "H", "H", "H", "H", "H", "H", "H", "H", "H", "H", "H", "H", "H", "H", "H", "H", "H", "H", "H", "H", "H", "H", "H", "H", "H", "H", "H", "H", "H", "H", "H"], "coordinates": [[0.219609, -0.265222, 2.058966], [0.229109, 0.079775, -1.532558], [2.434397, -0.608148, 2.746342], [-0.693349, -1.030386, 4.222504], [0.481058, 2.020082, 3.285681], [-1.081006, -2.296501, 1.250484], [-1.606682, 0.699878, 1.567942], [-1.719342, 4.173405, -3.005893], [4.089237, 3.654694, 2.595794], [-0.788023, -5.543650, 3.577647], [-2.673027, -0.006508, 1.198061], [-1.625504, 1.765585, -3.108759], [3.070981, -1.007673, -4.540961], [-0.669157, -5.007517, 4.857467], [-1.605366, 2.023000, 1.428755], [4.889177, 2.548556, 2.311355], [-0.923580, -3.881284, -2.362441], [-0.873253, -1.485996, -1.960882], [-0.937006, -4.685582, 2.503882], [-0.670238, 1.734746, -2.089676], [-2.680486, 2.690323, 0.861694], [1.907743, -0.935579, -3.779668], [2.750811, 3.458917, 2.872925], [-0.781251, -2.750445, 3.976948], [-0.673804, -3.636172, 5.055141], [4.129083, -0.147356, -4.281015], [-0.224747, 2.954004, -1.571475], [-3.759772, 0.589067, 0.577108], [2.996827, 1.044602, 2.604490], [-0.942077, -3.303064, 2.705960], [-0.226209, -2.726111, -2.039828], [-2.678576, -1.446954, 1.552191], [-2.957805, -2.607701, -2.492252], [-0.393163, 2.784762, 1.872800], [4.353190, 1.273347, 2.322180], [2.861574, 0.853527, -2.498871], [1.790973, -0.016236, -2.733566], [4.018401, 0.793826, -3.265110], [-3.758957, 1.962811, 0.396993], [-2.293460, -3.821828, -2.596406], [2.200272, 2.172907, 2.853312], [-0.741611, 4.163893, -2.018713], [-2.250542, -1.449075, -2.180508], [0.940967, 0.144005, 0.299264], [-2.154009, 2.973299, -3.555451], [2.038950, 0.221704, 0.223816], [-2.895962, 2.978046, -4.345667], [5.941601, 2.685699, 2.094963], [-1.044233, -5.071145, 1.493209], [-1.956462, 0.841673, -3.569940], [-0.560723, -5.667129, 5.710363], [-0.762092, -6.614962, 3.421564], [-3.450693, -1.966474, 0.985300], [-2.651273, 3.767788, 0.750538], [-2.787462, -0.510609, -2.096978], [3.150797, -1.744535, -5.332242], [5.034489, -0.203862, -4.873585], [-2.840392, -4.719553, -2.860021], [-0.402104, -4.828351, -2.430713], [-0.564254, -3.222872, 6.048565], [-4.583334, 2.456205, -0.103521], [-2.133413, 5.113042, -3.352526], [-0.701849, 3.788043, 2.162691], [0.550049, 2.953277, -0.814582], [1.083412, -1.599369, -4.007832], [-4.026626, -2.560543, -2.662902], [2.790541, 1.590416, -1.701526], [0.835991, -2.788520, -1.825361], [4.838508, 1.473721, -3.062591], [2.119264, 4.306941, 3.122069], [-0.378664, 5.098515, -1.605573], [4.979128, 0.415133, 2.111016], [4.507344, 4.654609, 2.611352], [-2.862080, -1.572259, 2.620308], [0.348733, 2.846263, 1.082521], [-4.598601, -0.020895, 0.265466]], "atomic_forces_ev_per_a": [[-1.45, 1.63, -1.48], [0.08, 0.02, -0.54], [0.62, -0.56, -0.01], [0.01, -0.11, 0.62], [0.09, -1.85, -0.92], [1.24, 1.46, 0.87], [0.29, -0.50, -0.15], [-0.02, -0.05, 0.04], [0.06, 0.07, -0.05], [-0.01, -0.05, 0.00], [-0.55, -0.07, -0.06], [0.00, 0.09, 0.10], [-0.07, 0.03, 0.05], [-0.04, 0.15, 0.01], [-0.01, 0.43, 0.09], [-0.12, -0.09, 0.07], [-0.04, 0.07, 0.01], [0.02, -0.13, 0.16], [-0.07, 0.13, -0.11], [-0.02, 0.13, 0.05], [-0.05, 0.18, -0.04], [0.09, 0.20, 0.08], [-0.10, -0.08, 0.03], [-0.07, 0.23, -0.01], [-0.08, -0.24, -0.03], [-0.06, 0.01, -0.01], [-0.14, -0.07, -0.12], [-0.05, -0.02, 0.07], [-0.12, -0.16, 0.18], [-0.03, -0.72, -0.26], [-0.12, 0.07, 0.03], [-0.22, -0.73, -0.22], [0.08, 0.01, 0.01], [0.08, 0.39, 0.20], [0.11, 0.22, 0.01], [-0.10, -0.09, -0.01], [0.16, -0.11, 0.04], [-0.03, 0.02, 0.02], [0.01, -0.05, -0.08], [0.03, 0.03, 0.02], [0.25, 0.65, 0.02], [-0.01, -0.06, 0.00], [0.04, -0.05, 0.10], [0.00, -0.58, 1.27], [0.06, -0.03, 0.04], [-0.08, 0.17, -0.07], [0.02, -0.01, 0.03], [-0.02, -0.01, -0.02], [0.02, 0.02, 0.12], [0.02, 0.07, -0.01], [0.01, 0.02, -0.02], [-0.01, 0.05, 0.01], [0.00, -0.06, 0.04], [0.04, -0.08, 0.03], [0.00, -0.03, 0.00], [-0.01, 0.06, 0.01], [-0.02, -0.01, 0.03], [0.02, 0.03, 0.03], [-0.01, 0.02, 0.02], [0.03, 0.00, 0.01], [0.03, -0.02, 0.07], [0.03, -0.04, -0.01], [0.05, 0.11, -0.10], [0.06, 0.06, -0.07], [0.02, -0.06, 0.00], [0.01, 0.01, 0.00], [0.07, -0.06, -0.03], [-0.02, -0.02, -0.07], [-0.05, -0.03, -0.01], [0.04, -0.06, -0.02], [0.00, -0.04, -0.01], [-0.04, 0.01, 0.01], [-0.02, -0.08, -0.02], [-0.01, 0.15, 0.04], [-0.01, -0.03, -0.04], [0.06, 0.03, -0.02]], "homo_energy_ha": [-0.241, -0.241], "e_tot_ev": -143723.678, "max_force_ev_per_a": 2.63, "de_lowest_ev": 0.716, "spin_multiplicity": 1, "e_lumo_ev": [-0.267, -0.268], "homo_lumo_gap_ev": [6.3, 6.3]}

{"formula": "C5H16N2S", "method": "the ωB97M-V functional and the def2-TZVPD basis", "elements": ["S", "N", "N", "C", "C", "C", "C", "C", "H", "H", "H", "H", "H", "H", "H", "H", "H", "H", "H", "H", "H", "H", "H", "H"], "coordinates": [[-0.630981, 2.360256, 0.923423], [-0.027940, -0.343873, 1.362885], [1.420711, -1.341458, -0.838482], [-1.498480, -0.218639, 1.260378], [0.655744, 0.354762, -2.466288], [0.642032, -1.087830, -2.050054], [1.705246, -2.780176, -0.665064], [-1.881900, 1.182222, 1.639115], [0.766635, -3.361044, -0.748553], [2.309149, -0.827237, -0.900510], [0.283175, 0.834720, 1.150663], [0.072978, 0.979587, -1.776659], [2.419301, -3.177110, -1.402918], [2.112481, -2.912894, 0.364348], [0.105919, 0.393958, -3.421305], [-1.769014, -0.463851, 0.236724], [1.664724, 0.769963, -2.631065], [0.509842, -0.985076, 0.757218], [-2.918080, 1.428542, 1.336958], [0.971649, -1.714087, -2.908165], [0.231205, -0.491334, 2.314565], [-1.797572, 1.225691, 2.725494], [-0.394875, -1.397339, -1.804876], [-1.957068, -0.971305, 1.953970]], "atomic_forces_ev_per_a": [[-0.52, -0.18, 0.20], [0.21, 1.70, 0.12], [0.57, -0.39, -0.53], [0.11, -1.66, -0.03], [-0.71, 0.52, -0.51], [-0.17, -0.62, 0.14], [0.06, 0.28, 0.74], [0.33, 1.07, -0.01], [0.37, 0.30, 0.11], [-0.45, -0.33, 0.09], [-0.64, -1.01, -0.16], [0.47, 0.00, 0.07], [-0.07, 0.02, 0.03], [-0.21, -0.21, -0.64], [0.30, 0.21, 0.11], [-0.10, 0.02, -0.06], [-0.35, -0.20, 0.18], [-0.40, 0.10, -0.47], [0.59, -0.19, 0.12], [-0.02, 0.07, 0.44], [0.31, -0.41, 0.94], [-0.28, 0.30, 0.13], [0.37, 0.08, -0.35], [0.24, 0.51, -0.66]], "charge": -1, "homo_energy_ha": [0.033, -0.160], "e_tot_ev": -19257.881, "max_force_ev_per_a": 1.72, "de_lowest_ev": 0.511, "spin_multiplicity": 2, "e_lumo_ev": [3.571, 3.503], "homo_lumo_gap_ev": [2.7, 7.8]}

{"formula": "C16H12I3N5O2SSeZn", "method": "the ωB97M-V functional and the def2-TZVPD basis", "elements": ["I", "I", "I", "Se", "Zn", "S", "O", "O", "N", "N", "N", "N", "N", "C", "C", "C", "C", "C", "C", "C", "C", "C", "C", "C", "C", "C", "C", "C", "C", "H", "H", "H", "H", "H", "H", "H", "H", "H", "H", "H", "H"], "coordinates": [[0.615183, 5.282740, -0.391996], [-3.685986, -4.580511, -0.866476], [3.115187, 6.163290, -0.027793], [-0.310598, 0.051534, 1.751138], [0.319651, 2.008300, -0.505532], [-3.704400, 3.979267, 0.536356], [2.067709, 2.296928, -1.702934], [2.389119, 1.378252, 2.616887], [-0.240162, -1.668536, 1.898152], [0.250611, 0.042973, 0.085555], [-2.709154, -0.428673, -0.317213], [1.988042, 2.201949, 0.520440], [-1.335205, 2.798146, -0.251218], [4.258230, 1.941036, 1.123909], [-3.797823, -2.544941, -0.363898], [0.858388, -3.928676, -0.741230], [0.211800, -2.179617, 0.750912], [-2.739307, -1.707524, -0.680299], [-3.766329, 0.066773, 0.324305], [-4.892581, -0.684888, 0.622860], [-4.901078, -2.031543, 0.293217], [1.169665, -2.968619, -1.741544], [0.998975, -1.631481, -1.532056], [0.402389, -3.558025, 0.488481], [2.684942, 2.281270, -0.616957], [2.799228, 1.820026, 1.566171], [4.171266, 2.276714, -0.370660], [-2.350966, 3.300384, 0.078949], [0.499856, -1.213845, -0.277498], [-5.743672, -0.230299, 1.110190], [0.181783, -4.275275, 1.266514], [-3.704933, 1.108533, 0.604228], [4.750219, 2.725896, 1.697580], [4.673713, 1.561079, -1.020555], [0.995058, -4.977994, -0.965421], [1.557755, -3.315951, -2.689915], [-1.892589, -2.077860, -1.246493], [-5.747652, -2.656495, 0.542038], [4.567007, 3.263303, -0.610030], [4.773189, 1.004452, 1.331968], [1.223452, -0.892105, -2.290144]], "atomic_forces_ev_per_a": [[0.24, 0.37, 0.07], [-0.02, 0.26, 0.04], [-0.25, -0.05, -0.05], [-0.19, -0.07, 0.37], [-0.11, -0.27, -0.45], [-0.64, 0.30, 0.19], [-0.13, 0.00, -0.09], [0.26, 0.28, -0.03], [0.05, -0.62, 0.07], [0.12, -0.16, -0.37], [-0.10, -0.08, -0.19], [0.51, 0.22, 0.14], [-0.77, 0.34, -0.02], [0.01, 0.08, -0.03], [0.02, -0.35, -0.08], [-0.10, -0.15, 0.42], [-0.06, 0.52, 0.05], [-0.06, 0.04, 0.04], [-0.01, -0.07, -0.03], [0.05, -0.05, 0.01], [-0.04, 0.07, 0.02], [0.01, 0.39, -0.14], [0.06, -0.22, -0.32], [0.07, -0.28, -0.19], [0.56, -0.03, 0.32], [-0.04, -0.20, 0.11], [0.09, -0.07, -0.13], [0.78, -0.34, -0.24], [-0.21, 0.17, 0.42], [0.03, 0.02, 0.05], [-0.03, -0.03, -0.03], [-0.07, 0.12, 0.02], [-0.04, -0.03, 0.07], [-0.06, -0.03, 0.00], [0.02, 0.00, 0.00], [-0.03, 0.02, -0.03], [0.03, -0.05, 0.02], [0.01, -0.03, -0.02], [-0.01, 0.02, -0.02], [0.00, 0.01, 0.00], [0.03, -0.03, -0.01]], "homo_energy_ha": -0.318, "e_tot_ev": -177235.504, "max_force_ev_per_a": 0.89, "de_lowest_ev": 1.193, "spin_multiplicity": 1, "e_lumo_ev": -1.603, "homo_lumo_gap_ev": 7.1}

- Number 3 is which compound?
  C16H12I3N5O2SSeZn